[1]
49
Properties=species:S:1:pos:R:3 method="wB97M-V/def2-TZVPD" homo_ev=-10.91 total_energy_ev=-108488.273 total_charge=+1 max_force_ev_per_a=0.27 spin_multiplicity=1
Bi 0.1616 0.6221 0.2202
C -3.7086 -2.8763 -1.0524
C -2.2499 -2.5032 -1.0408
O -1.7676 -1.7399 -0.1995
N -1.4831 -3.0539 -1.9963
C -0.0663 -2.7422 -2.1134
C 0.7901 -3.3293 -1.0093
C 1.0854 -4.6861 -0.9713
C 1.9149 -5.1633 0.0295
C 2.4303 -4.2669 0.9531
C 2.0723 -2.9336 0.8426
N 1.2597 -2.4679 -0.1060
H -4.2256 -2.3162 -0.2795
H -3.8305 -3.9449 -0.8688
H -4.1553 -2.6504 -2.0212
H -1.9186 -3.6437 -2.6848
H 0.0669 -1.6613 -2.1051
H 0.2682 -3.1104 -3.0820
H 0.6852 -5.3520 -1.7256
H 2.1719 -6.2134 0.0759
H 3.1021 -4.5882 1.7371
H 2.4547 -2.2053 1.5518
Br 0.6218 3.0207 -1.5046
C -0.9567 3.8749 -0.8404
C -1.1304 5.1766 -1.1997
C -2.3083 5.8486 -0.8228
C -3.2718 5.1800 -0.1298
C -3.0960 3.8266 0.2470
C -4.1226 3.1496 0.9502
C -3.9719 1.8502 1.3235
C -2.7637 1.1766 1.0426
C -1.7386 1.7907 0.3746
C -1.8962 3.1357 -0.0779
H -0.3756 5.6876 -1.7817
H -2.4427 6.8844 -1.1016
H -4.1939 5.6750 0.1479
H -5.0303 3.6927 1.1824
H -4.7604 1.3353 1.8564
H -2.6538 0.1586 1.3860
N 1.7611 2.4919 2.5550
C 1.2087 1.9389 1.7076
N -0.9736 -2.5995 2.3564
C -0.3280 -1.5032 2.7489
N 0.4208 -1.5117 3.8614
O -0.4355 -0.4352 2.0893
H -0.9160 -3.4720 2.8498
H -1.4291 -2.5405 1.4548
H 0.4264 -2.2889 4.4978
H 0.8077 -0.6324 4.1647

[2]
56
Properties=species:S:1:pos:R:3 method="wB97M-V/def2-TZVPD" homo_ev=-0.62 total_energy_ev=-919530.238 total_charge=-2 max_force_ev_per_a=2.49 spin_multiplicity=1
C -2.0552 0.5406 2.9746
C -1.9383 -0.3635 1.9668
Ga -1.1513 0.1207 0.1217
C -2.5378 1.0386 -1.0852
C -2.6741 2.5220 -0.8520
C -3.7996 2.9654 -0.1644
C -4.0205 4.3076 0.0603
C -3.1044 5.2085 -0.4275
C -1.9806 4.7730 -1.0858
C -1.7352 3.4343 -1.3221
C -0.4935 2.9992 -2.0795
C 0.5402 1.2533 0.4966
O 1.6170 0.8561 -0.0502
O 0.5219 2.2675 1.2505
C -0.6233 -1.6367 -0.8631
C -1.5871 -2.4079 -1.5562
C -1.3193 -3.5795 -2.2462
C 0.0358 -3.9827 -2.2106
C 0.8787 -3.1782 -1.4985
N 0.6276 -2.0656 -0.8475
H -3.0481 0.8162 3.3822
H -1.1941 1.0461 3.4218
H -2.2637 -1.4130 2.1190
H -3.5239 0.5817 -0.8767
H -2.3622 0.8619 -2.1595
H -4.5101 2.2133 0.1780
H -4.9291 4.6027 0.5840
H -3.2493 6.2819 -0.2956
H -1.2678 5.5073 -1.4668
H 0.4165 3.4155 -1.6378
H -0.4218 1.9093 -2.1382
H -0.6354 3.3441 -3.1214
H -2.6183 -2.0432 -1.5528
H -2.0847 -4.1554 -2.7615
H 0.3788 -4.8785 -2.7251
H 1.9201 -3.5187 -1.4406
C 3.8410 -0.3654 -3.5259
Br 2.9599 0.8283 -4.7690
Br 4.6718 0.6085 -2.0957
Br 2.6360 -1.7184 -2.8492
H 4.6232 -0.8705 -4.0767
C 2.7373 0.8320 2.7214
Br 3.8079 1.8478 3.9798
Br 3.8254 -0.2006 1.5222
Br 1.4333 -0.2669 3.6255
H 2.1885 1.5518 2.1076
C 6.2300 -3.7711 -0.7452
Br 7.2702 -2.1641 -0.9669
Br 4.3596 -3.3918 -0.5105
Br 6.5333 -5.0216 -2.1909
H 6.5773 -4.2484 0.1607
C -1.9416 -2.7459 5.4283
Br -2.1827 -1.0839 4.4699
Br -0.0778 -3.1082 5.7815
Br -2.9993 -2.8157 7.0546
H -2.3013 -3.5397 4.7876

[3]
46
Properties=species:S:1:pos:R:3 method="wB97M-V/def2-TZVPD" homo_ev="-13.17 / -15.09" total_energy_ev=-185491.906 total_charge=+2 max_force_ev_per_a=2.48 spin_multiplicity=8
Eu 0.5978 0.5036 -0.2900
C 5.6112 3.1857 2.3112
C 4.3185 3.2581 1.5134
C 3.7774 4.5006 1.0650
C 2.6632 4.4748 0.2775
C 2.0221 3.2651 -0.0407
Br 0.3761 3.3862 -1.1918
N 2.4834 2.0942 0.4305
C 3.6424 2.0881 1.1486
H 6.1225 4.1365 2.1769
H 6.2656 2.3922 1.9226
H 5.4705 3.0367 3.3957
H 4.2080 5.4688 1.3182
H 2.2460 5.3868 -0.1630
H 4.0269 1.1149 1.4170
C -2.5597 -1.3559 -5.4600
C -2.1354 -1.7828 -4.0923
C -2.5509 -2.9923 -3.4975
C -2.1890 -3.3115 -2.2340
C -1.2305 -2.4614 -1.4553
Br 1.8100 -1.9177 0.4795
N -0.9660 -1.1268 -2.0651
C -1.3509 -0.9224 -3.3002
H -3.3674 -2.0112 -5.8348
H -1.7315 -1.4048 -6.1767
H -2.9128 -0.3144 -5.3926
H -3.2214 -3.6628 -4.0514
H -2.5548 -4.2027 -1.7188
H -1.0424 0.0610 -3.6950
C -1.8992 0.9113 3.6698
C -1.3143 0.4919 2.3508
O -0.5168 1.2292 1.6799
C -1.7164 -0.8519 1.8455
C -1.8319 -1.0800 0.4842
C -1.6228 -2.3541 -0.0112
C -1.6545 -3.4754 0.8315
C -1.7809 -3.2699 2.1937
C -1.7893 -1.9710 2.6961
H -1.7506 2.0119 3.7657
H -1.4093 0.4001 4.5048
H -2.9725 0.7032 3.7222
H -2.0136 -0.2723 -0.2208
H -0.2355 -2.9404 -1.4075
H -1.5212 -4.4902 0.4330
H -1.8616 -4.1059 2.8867
H -1.9386 -1.8232 3.7784

[4]
48
Properties=species:S:1:pos:R:3 method="wB97M-V/def2-TZVPD" homo_ev="-11.62 / -11.50" total_energy_ev=-190144.739 total_charge=+1 max_force_ev_per_a=3.45 spin_multiplicity=2
Fe -1.3735 -2.7546 -0.0001
C 3.1323 3.7455 0.0001
C 3.3841 2.2380 0.0001
C 4.1890 1.8647 -1.2595
C 4.1890 1.8646 1.2596
C 2.0945 1.4291 0.0000
C 2.1741 0.0190 -0.0001
C 1.0210 -0.6855 -0.0001
Br 1.0146 -2.5987 -0.0001
C -0.2952 -0.1054 -0.0001
O -1.3206 -0.9030 -0.0001
C -0.3751 1.3231 0.0000
C 0.8304 2.0162 0.0000
C -1.6777 2.1404 0.0000
C -1.6899 3.0238 1.2599
C -1.6899 3.0239 -1.2599
C -2.9573 1.2966 -0.0001
H 4.0892 4.2690 0.0001
H 2.5826 4.0575 0.8918
H 2.5827 4.0575 -0.8915
H 5.1082 2.4529 -1.2924
H 3.6094 2.0762 -2.1611
H 4.4618 0.8079 -1.2664
H 5.1082 2.4528 1.2925
H 4.4618 0.8078 1.2664
H 3.6094 2.0761 2.1612
H 3.1239 -0.4992 -0.0001
H 0.7754 3.0947 0.0001
H -0.8405 3.7084 1.2881
H -1.6637 2.4067 2.1613
H -2.6036 3.6208 1.2796
H -0.8405 3.7085 -1.2879
H -2.6035 3.6209 -1.2796
H -1.6636 2.4069 -2.1614
H -3.0206 0.6632 0.8840
H -3.0206 0.6633 -0.8842
H -3.8225 1.9623 -0.0001
Cl -3.5041 -2.8656 -0.0001
C -3.0306 -4.5615 0.0000
C -1.7212 -4.6275 0.0000
C -1.1768 -5.8985 0.0000
Cl 0.5177 -6.1880 0.0000
C -2.0581 -6.9952 0.0000
Cl -1.4421 -8.5892 0.0000
C -3.4668 -6.8054 0.0000
Cl -4.5244 -8.1341 0.0001
C -4.0015 -5.5040 0.0000
Cl -5.6757 -5.1828 0.0000